[1]
Molecular formula: C30H90N18O12
Method: DFT, ωB97M-V with the def2-TZVPD basis set

Computed properties:
* lowest unoccupied orbital energy (spin up / spin down): -0.0566 / -0.2873 hartree
* largest force on an atom: 9.101 eV/Å
* energy relative to the best compared isomer or geometry (same formula, charge and spin): 0.0 kcal/mol

Structure (ORCA input):
```
! wB97M-V def2-TZVPD RIJCOSX def2/J DEFGRID3
* xyz 1 2
C 3.2060 -8.8606 27.2381
O 4.2199 -9.4532 27.1465
N 2.6753 -8.0353 26.3089
N 2.5783 -8.6936 28.3080
H 1.8856 -7.4648 26.5755
H 2.9219 -8.1138 25.3326
H 1.6404 -8.3275 28.3880
H 2.9638 -8.9521 29.2050
C 3.5964 -12.5706 22.3159
O 3.0060 -11.8596 21.5321
N 4.8284 -12.8224 22.2430
N 3.0250 -13.0778 23.4017
H 5.1354 -12.5107 21.3327
H 5.1574 -13.5821 22.8214
H 3.5821 -13.4960 24.1330
H 2.0826 -12.8366 23.6734
C -2.7664 -6.7677 21.3356
O -2.3127 -7.4497 22.2070
N -2.5198 -6.9006 20.0616
N -3.6787 -5.9123 21.5321
H -1.9012 -7.6622 19.8224
H -2.9910 -6.4397 19.2963
H -3.9093 -5.7611 22.5037
H -4.3214 -5.6321 20.8051
C -0.2310 -9.3869 20.0366
O -0.8259 -8.8385 19.1587
N 0.7530 -10.1766 19.7986
N -0.4860 -9.2583 21.3061
H 1.1993 -10.2778 18.8982
H 1.0699 -10.6451 20.6354
H -1.2188 -8.6272 21.5974
H 0.0469 -9.7837 21.9844
C -1.0206 -7.2197 27.9401
O -0.0052 -7.8469 27.6812
N -1.3481 -5.9783 27.7901
N -2.0582 -7.7640 28.4602
H -0.7631 -5.2428 27.4200
H -2.3488 -5.9049 27.6747
H -2.1231 -8.7713 28.4228
H -2.9597 -7.3095 28.4340
C 0.0976 -10.2722 24.9291
O -0.1077 -10.8523 23.8464
N 0.4358 -10.8500 26.0383
N -0.2150 -8.9838 25.0454
H 0.7538 -10.3310 26.8444
H 0.5730 -11.8506 26.0490
H -0.0871 -8.4628 25.9012
H -0.5181 -8.5031 24.2105
C -0.7837 -11.0262 29.5005
C -2.2388 -11.3171 29.5273
C -2.8641 -10.8621 30.8371
O -4.3090 -10.9740 30.9330
C -4.7758 -10.9190 32.2406
N -2.9247 -10.5997 28.4840
H -0.4240 -9.9980 29.4611
H -0.1848 -11.4787 28.7102
H -0.3850 -11.3862 30.4489
H -2.4257 -12.3833 29.3998
H -2.6134 -9.8610 31.1877
H -2.4077 -11.5159 31.5804
H -4.1180 -10.2325 32.7736
H -4.6684 -11.9059 32.6908
H -5.8341 -10.6634 32.2933
H -3.8928 -10.5782 28.7714
H -2.9406 -11.1268 27.6226
C 5.0670 -6.4211 20.0843
C 3.5754 -6.3621 19.7991
C 2.8138 -7.4859 20.5259
O 3.3283 -7.5594 21.8473
C 2.4275 -8.2143 22.7007
N 3.2101 -4.9935 20.1932
H 5.6185 -7.1123 19.4469
H 5.3581 -6.5695 21.1242
H 5.7502 -5.6121 19.8259
H 3.4596 -6.5026 18.7244
H 2.9928 -8.3812 19.9305
H 1.7384 -7.3738 20.3881
H 2.1856 -9.2314 22.3920
H 1.4950 -7.6499 22.7062
H 2.9539 -8.3296 23.6482
H 3.5938 -4.8080 21.1088
H 3.7247 -4.3273 19.6352
C -4.1728 -1.6568 23.2896
C -3.3032 -2.2756 24.3738
C -2.2970 -3.2268 23.7586
O -1.7464 -3.9519 24.8476
C -0.6943 -4.8785 24.5049
N -2.5077 -1.2438 25.0388
H -4.9197 -0.9540 23.6588
H -4.7316 -2.2732 22.5855
H -3.5493 -1.0108 22.6715
H -3.9921 -2.7546 25.0695
H -1.5251 -2.6587 23.2395
H -2.8464 -3.8771 23.0778
H -0.3938 -5.3466 25.4423
H 0.1103 -4.3879 23.9571
H -1.0035 -5.7485 23.9256
H -1.9257 -1.5699 25.7970
H -1.8597 -1.0477 24.2893
C 0.4971 -14.6566 24.6267
C 0.9058 -14.4178 26.1279
C 1.0192 -15.6063 27.0083
O 2.1184 -16.4913 26.6454
C 2.2897 -17.5894 27.6050
N 2.1723 -13.6444 26.1771
H 0.2884 -13.6648 24.2255
H -0.2988 -15.3887 24.4904
H 1.3522 -15.1512 24.1660
H 0.1202 -13.7584 26.4969
H 0.1353 -16.2425 27.0528
H 1.2904 -15.2106 27.9871
H 1.3495 -18.1367 27.6718
H 2.4566 -17.1630 28.5941
H 3.1560 -18.1916 27.3310
H 2.8790 -14.2015 25.7184
H 2.3866 -13.6537 27.1640
C -3.6324 -7.8633 25.5769
C -4.7583 -6.7817 25.5902
C -4.9391 -6.3323 27.0080
O -4.0225 -5.2762 27.3095
C -4.5616 -4.1045 27.8790
N -4.3914 -5.7874 24.6370
H -3.5664 -8.4118 24.6373
H -3.7755 -8.5931 26.3739
H -2.6671 -7.3583 25.6118
H -5.7324 -7.2090 25.3522
H -4.8068 -7.1078 27.7625
H -5.9712 -5.9849 27.0546
H -5.4345 -3.7668 27.3204
H -3.9059 -3.2704 28.1287
H -4.9231 -4.3399 28.8800
H -3.4010 -5.9386 24.5092
H -4.3383 -4.9765 25.2368
C -6.8844 -7.9537 22.0415
C -5.8042 -9.0205 21.9592
C -5.6677 -9.9402 23.2288
O -4.8166 -11.0835 23.0315
C -3.3804 -10.9424 23.0606
N -5.9507 -9.7916 20.7423
H -7.2771 -7.7020 21.0563
H -6.3957 -7.1066 22.5229
H -7.7873 -8.1004 22.6342
H -4.8194 -8.5540 21.9307
H -6.6150 -10.4209 23.4731
H -5.4828 -9.3107 24.0992
H -3.0690 -10.5600 24.0327
H -3.1678 -10.3183 22.1926
H -2.9435 -11.9315 22.9234
H -6.8269 -10.2846 20.8388
H -5.4375 -10.6521 20.8698
*
```


[2]
Molecular formula: C30H91N15O6P5Y
Method: DFT, ωB97M-V with the def2-TZVPD basis set

Computed properties:
* lowest unoccupied orbital energy: -0.2347 hartree
* largest force on an atom: 6.165 eV/Å
* energy relative to the best compared isomer or geometry (same formula, charge and spin): 0.0 kcal/mol

Structure (ORCA input):
```
! wB97M-V def2-TZVPD RIJCOSX def2/J DEFGRID3
* xyz 2 1
Y -0.2255 -2.7541 0.1841
O -0.2977 -0.5968 -0.1446
H -0.5083 0.3131 -0.4313
O 1.3510 -2.6983 -1.6472
P 2.0663 -2.0686 -2.8383
N 1.0384 -1.4782 -4.0550
C 1.4202 -1.4947 -5.4335
C 0.0080 -0.4783 -3.7098
N 2.9789 -3.1991 -3.6503
C 4.4448 -3.3408 -3.5127
C 2.2615 -4.4169 -3.9687
N 3.1497 -0.7812 -2.4297
C 3.8399 -0.0375 -3.4759
C 3.6727 -0.4699 -1.0449
H 0.8150 -0.7890 -6.0024
H 1.2895 -2.5304 -5.7470
H 2.4576 -1.1623 -5.4720
H -0.6630 -0.7418 -2.8922
H -0.6998 -0.2916 -4.5174
H 0.5155 0.3071 -3.1497
H 4.9105 -2.4509 -3.9364
H 4.6615 -3.3681 -2.4448
H 4.8461 -4.2156 -4.0243
H 1.4420 -4.2938 -4.6767
H 2.9815 -5.0252 -4.5161
H 1.9317 -4.9166 -3.0579
H 3.1185 0.4906 -4.0995
H 4.4012 0.7893 -3.0408
H 4.4614 -0.6578 -4.1218
H 4.4856 -1.1347 -0.7528
H 3.0054 -0.8507 -0.2718
H 3.9955 0.5672 -0.9530
O -1.7608 -3.0841 -1.5585
P -3.1372 -3.1253 -2.1151
N -4.0973 -4.5134 -1.6880
C -5.4769 -4.6888 -2.2477
C -3.3216 -5.7020 -1.2081
N -3.0055 -3.3061 -3.8567
C -1.9236 -4.1045 -4.4113
C -4.0570 -3.0825 -4.8118
N -4.0045 -1.7064 -1.8018
C -3.5745 -0.3601 -2.1487
C -4.6778 -1.7564 -0.4691
H -6.1392 -5.1042 -1.4883
H -5.3692 -5.3336 -3.1199
H -5.9392 -3.7461 -2.5406
H -2.6936 -5.3343 -0.3966
H -2.7148 -6.1924 -1.9693
H -4.0490 -6.4044 -0.8014
H -1.7667 -3.9524 -5.4792
H -1.0167 -4.0365 -3.8106
H -2.3149 -5.1196 -4.4794
H -4.5223 -4.0672 -4.8559
H -4.8617 -2.4607 -4.4193
H -3.6725 -2.7271 -5.7678
H -3.4341 -0.2678 -3.2257
H -4.3739 0.3406 -1.9079
H -2.6195 -0.1390 -1.6721
H -3.9932 -1.5348 0.3495
H -5.1918 -2.7140 -0.3859
H -5.4562 -0.9974 -0.3901
O -0.3561 5.7685 -0.5886
P 1.0056 5.2454 -0.8510
N 1.0186 3.8027 -1.6881
C 0.6818 3.6626 -3.1441
C 0.8280 2.4722 -0.9283
N 1.9847 5.1009 0.5202
C 1.9205 6.1766 1.5144
C 3.2294 4.2887 0.5072
N 1.9339 6.3046 -1.7577
C 1.6651 7.7846 -1.6626
C 3.2145 5.9096 -2.3434
H -0.3575 3.3735 -3.3003
H 1.3388 2.9455 -3.6364
H 0.8621 4.6397 -3.5923
H 1.3185 2.5673 0.0404
H 1.3550 1.6569 -1.4240
H -0.2140 2.1538 -0.8962
H 2.6220 6.0837 2.3435
H 1.9143 7.1902 1.1137
H 0.9227 6.1488 1.9522
H 3.4406 3.6756 1.3833
H 3.2958 3.5969 -0.3325
H 4.0877 4.9252 0.2922
H 1.9107 8.2384 -0.7025
H 2.2378 8.3143 -2.4239
H 0.5922 7.9725 -1.7028
H 4.0884 6.1603 -1.7422
H 3.3135 6.1375 -3.4047
H 3.2596 4.8257 -2.2370
O -3.1838 2.7544 5.0979
P -2.8711 2.3898 3.6878
N -1.3548 2.9544 3.0413
C -1.1170 3.0690 1.5413
C -0.5966 3.9807 3.8833
N -4.0195 2.9676 2.5885
C -4.3500 4.3980 2.4627
C -5.3401 2.2069 2.5284
N -2.8981 0.6959 3.4032
C -2.7646 -0.3297 4.4231
C -2.7027 0.1457 2.0149
H -1.6750 2.3414 0.9519
H -0.0541 2.8531 1.4331
H -1.4337 4.0622 1.2230
H -1.1828 4.8667 4.1272
H 0.1563 4.2906 3.1585
H -0.1583 3.5058 4.7610
H -5.0046 4.7255 3.2703
H -3.4374 4.9389 2.7128
H -4.7255 4.6971 1.4841
H -6.1212 2.7438 1.9902
H -5.2179 1.2241 2.0732
H -5.7628 2.0897 3.5262
H -3.6548 -0.8567 4.7665
H -2.3060 -1.1815 3.9207
H -2.1561 0.0172 5.2583
H -3.1381 0.8059 1.2648
H -3.0795 -0.8767 1.9849
H -1.6442 0.0472 1.7739
O 1.2943 -2.2296 1.8868
P 1.8924 -2.1787 3.2432
N 0.8844 -2.7633 4.5146
C 1.2862 -2.8341 5.9699
C -0.0165 -3.8207 4.2419
N 2.1168 -0.5016 3.7487
C 3.3037 -0.1070 4.5291
C 1.1179 0.6094 3.3940
N 3.3775 -3.0407 3.4068
C 4.5865 -2.4434 2.8738
C 3.4601 -4.4591 3.8181
H 1.9842 -2.0415 6.2396
H 1.6182 -3.8512 6.1781
H 0.4155 -2.6628 6.6029
H 0.4578 -4.7475 3.9192
H -0.6975 -3.5248 3.4439
H -0.6710 -4.0814 5.0736
H 2.9215 0.5704 5.2927
H 3.6196 -1.0071 5.0564
H 4.1219 0.2601 3.9095
H 1.5393 1.6146 3.3851
H 0.7585 0.4275 2.3811
H 0.2601 0.6097 4.0666
H 5.0626 -3.0168 2.0783
H 4.4256 -1.5232 2.3123
H 5.2973 -2.3742 3.6973
H 2.9344 -5.0292 3.0522
H 2.8904 -4.5848 4.7388
H 4.4469 -4.9215 3.7964
*
```


[3]
Molecular formula: C30H93N3O24
Method: DFT, ωB97M-V with the def2-TZVPD basis set

Computed properties:
* lowest unoccupied orbital energy: 0.0054 hartree
* largest force on an atom: 4.306 eV/Å
* energy relative to the best compared isomer or geometry (same formula, charge and spin): 46.3 kcal/mol

Structure (ORCA input):
```
! wB97M-V def2-TZVPD RIJCOSX def2/J DEFGRID3
* xyz 0 1
C -38.6015 -9.3127 18.2969
C -38.1921 -10.6979 17.8853
C -36.7725 -10.6717 17.2259
O -35.6905 -9.9693 17.9143
C -34.4535 -10.1408 17.2529
N -38.1877 -11.6490 19.0839
H -38.1736 -8.5690 17.6246
H -38.2780 -8.9316 19.2655
H -39.6799 -9.1631 18.3483
H -38.9105 -11.1699 17.2150
H -36.9468 -10.2148 16.2517
H -36.3368 -11.6637 17.1071
H -33.9468 -9.2165 17.5303
H -34.5251 -10.3286 16.1816
H -33.7905 -10.9390 17.5868
H -37.6399 -11.1975 19.8024
H -37.6161 -12.4438 18.8355
C -36.2762 -1.4774 23.0578
C -37.6600 -1.6348 22.5610
C -38.6194 -1.8443 23.8541
O -39.8770 -2.4377 23.4962
C -40.2417 -3.8084 23.6505
N -38.0540 -0.4483 21.8663
H -36.3187 -0.9037 23.9836
H -35.6303 -1.0798 22.2749
H -35.9688 -2.4584 23.4202
H -37.8072 -2.6169 22.1116
H -38.7610 -0.9505 24.4616
H -38.1408 -2.4587 24.6167
H -41.0738 -4.0729 22.9981
H -40.5088 -3.9547 24.6971
H -39.3841 -4.4734 23.5477
H -37.6532 -0.4858 20.9400
H -39.0528 -0.3923 21.7269
C -52.6056 -9.2772 18.0026
C -53.0389 -7.8275 18.3745
C -52.5709 -7.2001 19.6990
O -51.2135 -7.3116 19.8849
C -50.5602 -6.2714 20.6062
N -52.5555 -7.0362 17.2459
H -51.5829 -9.3755 17.6384
H -53.2320 -9.7294 17.2336
H -52.6729 -9.9175 18.8821
H -54.1167 -7.7241 18.2493
H -53.1433 -7.6379 20.5167
H -52.9316 -6.1809 19.5605
H -49.4793 -6.4026 20.5557
H -50.7137 -6.4787 21.6652
H -50.8418 -5.2676 20.2881
H -53.0572 -7.0802 16.3705
H -51.6069 -7.2858 17.0053
O -36.8807 4.6338 25.3755
H -36.5417 5.0348 24.5752
H -37.1455 3.7533 25.1092
O -36.0483 -1.5410 29.4113
H -35.2026 -1.9801 29.5017
H -36.6069 -1.9590 30.0666
O -30.2551 -3.1060 22.1268
H -29.8437 -2.2866 21.8517
H -29.5239 -3.6655 22.3887
C -43.5166 2.9114 27.7022
C -42.5618 3.2507 28.8437
O -42.7478 2.3147 29.9387
O -44.8309 3.0249 28.1973
H -43.6096 1.8819 27.3565
H -43.3420 3.5399 26.8289
H -42.7430 4.2926 29.1078
H -41.5633 3.0708 28.4451
H -43.5709 1.8862 29.6926
H -45.3971 3.1083 27.4266
C -35.4864 -8.7289 24.9716
C -35.9819 -9.3207 26.3265
O -35.9902 -8.3162 27.3454
O -35.4314 -9.7040 23.8966
H -34.5200 -8.2477 25.1223
H -36.1915 -7.9372 24.7184
H -35.3288 -10.1806 26.4754
H -37.0008 -9.6468 26.1180
H -35.1010 -7.9859 27.4927
H -35.3245 -9.2195 23.0747
C -26.6190 0.8741 20.5035
C -25.6149 0.1207 19.8465
O -24.3400 0.2729 20.4717
O -27.8796 0.8039 19.8482
H -26.2778 1.9078 20.4483
H -26.5936 0.4624 21.5124
H -25.6291 0.3825 18.7885
H -25.9251 -0.9231 19.8959
H -23.6037 0.1962 19.8605
H -28.2734 1.6702 19.7217
C -37.2991 7.8308 20.7617
C -38.7182 7.6495 21.2760
O -39.1286 6.2927 21.4455
O -36.3476 7.8648 21.7923
H -37.1563 8.7065 20.1285
H -36.9465 6.9815 20.1765
H -39.3305 8.0351 20.4609
H -39.1125 8.2535 22.0933
H -38.9212 5.6570 20.7567
H -36.5232 8.7284 22.1730
C -31.0264 1.7848 28.4025
C -30.2965 0.6781 27.5736
O -29.0070 0.3602 27.8202
O -31.7853 1.3175 29.4363
H -31.7168 2.4179 27.8452
H -30.2443 2.4773 28.7135
H -30.1800 1.1691 26.6075
H -30.9891 -0.1561 27.4622
H -28.4453 1.1297 27.7022
H -32.6220 0.9113 29.1986
C -45.0379 -11.1918 26.9647
C -46.1216 -10.1037 26.8431
O -45.9750 -9.4901 25.5716
O -45.2594 -12.1791 25.9891
H -45.0727 -11.4462 28.0240
H -44.0631 -10.7322 26.8012
H -46.0670 -9.4173 27.6881
H -47.1581 -10.4398 26.8144
H -46.8649 -9.2920 25.2709
H -44.9053 -11.9817 25.1190
C -44.1869 0.1921 18.6973
C -45.5399 0.8439 18.7583
O -45.6540 1.8661 19.7503
O -43.1915 1.1855 18.4881
H -44.1668 -0.5631 17.9116
H -43.9926 -0.4452 19.5600
H -46.3238 0.1418 19.0422
H -45.8094 1.1967 17.7628
H -44.7645 2.2246 19.7941
H -42.9975 1.3284 17.5588
C -35.2419 -2.8662 14.1161
C -34.7831 -2.2532 15.3936
O -35.0703 -0.9169 15.7442
O -34.3144 -2.3825 13.0844
H -36.2936 -2.6319 13.9517
H -35.0860 -3.9433 14.1762
H -33.7143 -2.4489 15.4794
H -35.1095 -2.8341 16.2562
H -34.2112 -0.5666 15.4975
H -34.1848 -1.4347 13.0040
C -42.9960 -5.5123 32.5341
C -41.7937 -5.2415 31.6209
O -40.5084 -5.5581 32.2422
O -42.7781 -4.8897 33.7849
H -43.0108 -6.5742 32.7793
H -43.9524 -5.2440 32.0853
H -41.7477 -4.2219 31.2384
H -41.9474 -5.8445 30.7260
H -39.8930 -5.8378 31.5606
H -41.8234 -4.7989 33.8275
*
```